{
  "formula": "H20O10",
  "method": "ωB97M-V/def2-TZVPD",
  "elements": ["O", "H", "H", "O", "H", "H", "O", "H", "H", "O", "H", "H", "O", "H", "H", "O", "H", "H", "O", "H", "H", "O", "H", "H", "O", "H", "H", "O", "H", "H"],
  "positions_angstrom": [[0.88953, -3.51950, -0.44684], [1.51315, -2.90633, -0.05779], [1.42867, -4.24984, -0.75043], [-0.52566, 4.37510, -0.89391], [-0.56573, 3.47561, -0.56904], [-0.02764, 4.31389, -1.70906], [2.34618, -1.51757, 1.14757], [1.95813, -0.64829, 1.04759], [3.25941, -1.40448, 0.88402], [-3.32291, 2.89200, -0.63610], [-2.54518, 2.71416, -0.10720], [-3.38469, 3.84694, -0.65848], [-0.93252, 2.24053, 0.87412], [-1.35553, 1.82625, 1.62622], [-0.16893, 2.68464, 1.24280], [0.87994, 1.12904, -2.57843], [1.04101, 0.18937, -2.49286], [1.17255, 1.49949, -1.74574], [0.98039, -1.78298, -2.87922], [0.44392, -2.05136, -2.13329], [1.88119, -1.93849, -2.59527], [-0.23729, -0.26372, -0.21296], [-0.68264, 0.55123, 0.01887], [-0.40913, -0.84929, 0.52447], [0.68105, -2.66600, 2.84229], [-0.11151, -2.15850, 2.66757], [1.32700, -2.32235, 2.22513], [-1.55991, -1.32184, 1.99661], [-2.10964, -1.72247, 1.32318], [-1.86333, -0.41535, 2.04612]],
  "forces_ev_per_a": [[-0.54, 0.18, 0.30], [0.42, 0.51, 0.21], [0.09, -0.59, -0.21], [0.20, 0.16, 0.29], [-0.25, -0.08, -0.28], [0.06, 0.12, -0.36], [-0.36, -0.26, 0.10], [-0.36, 0.55, -0.36], [0.56, -0.18, 0.12], [-0.32, -0.43, 0.03], [0.10, 0.21, -0.04], [0.01, 0.29, -0.10], [0.00, -0.56, 0.10], [-0.32, 0.24, 0.36], [0.35, 0.40, 0.18], [0.00, 0.70, -0.10], [-0.23, -0.83, -0.22], [0.11, 0.18, 0.19], [0.14, 0.38, -0.18], [-0.35, -0.15, 0.28], [0.32, -0.17, -0.11], [0.84, -0.58, -0.22], [-0.09, 0.64, -0.19], [-0.22, -0.16, 0.06], [0.10, -1.75, 1.36], [-2.16, 0.98, -0.24], [2.01, 0.63, -1.33], [0.51, -0.23, 0.33], [-0.42, -0.41, -0.25], [-0.22, 0.19, 0.28]],
  "mulliken_charge": [-0.52, 0.36, 0.35, -0.60, 0.35, 0.33, -0.73, 0.28, 0.33, -0.62, 0.32, 0.34, -0.68, 0.27, 0.26, -0.54, 0.36, 0.29, -0.65, 0.32, 0.32, -0.43, 0.30, 0.30, -0.17, 0.43, 0.50, -0.72, 0.35, 0.29],
  "multiplicity": 2,
  "molar_mass_g_mol": 180.15,
  "largest_force_ev_per_a": 2.5,
  "relative_energy_ev": 1.3477,
  "total_charge": 1,
  "e_tot_ev": -20788.723,
  "s2": 0.76
}